Below is a cluster of 2 separate species, C3H5N3S2 in total at a distorted geometry, with properties calculated with the ωB97M-V functional and the def2-TZVPD basis.

E_HOMO (spin up / spin down): -8.2 / -8.9 eV
energy above the lowest of the compared OMol25 structures with the same formula, charge and spin: 4.0374 eV
Kohn-Sham gap (spin up / spin down): 4.7 / 7.7 eV

The geometry in XYZ format:
```
13
Properties=species:S:1:pos:R:3:forces:R:3
C 1.9783 -0.8060 -0.2790 -1.566 -2.471 -1.270
C 1.2529 0.4928 -1.7996 -0.142 -2.585 3.174
C -2.1555 0.6197 1.3849 -0.795 -0.900 -0.145
N 2.8878 0.1976 -0.4393 1.049 2.380 -0.612
N 2.3995 0.9924 -1.3549 3.819 0.766 1.318
N 0.9374 -0.6411 -1.1060 -0.423 -0.576 -0.313
S -1.6982 -1.1570 1.6721 0.103 1.048 0.594
S -1.5623 -2.0166 -0.0546 -0.308 -0.018 -0.267
H 2.2368 -1.7930 0.2734 -0.812 2.147 -0.780
H 0.7232 1.1366 -2.4044 -1.730 0.430 -1.577
H -3.2293 0.6847 1.3374 -0.655 -0.479 -1.223
H -1.6421 1.0381 0.5320 -0.001 -0.012 -0.142
H -2.1285 1.2518 2.2379 1.462 0.270 1.241
```
Forces are in eV/Å.

Partial atomic charges computed with the natural (NBO) method, in multiples of e: 0.2630 0.3010 -0.7717 -0.1969 -0.2577 -0.5362 0.2152 -0.1376 0.2274 0.2023 0.2271 0.2313 0.2329



Below is a structure of composition C9H20IO11PSTa at a distorted geometry, with properties calculated with the ωB97M-V functional and the def2-TZVPD basis.

E_HOMO: -3.9 eV
Kohn-Sham gap: 6.2 eV
net charge: -1

The geometry in XYZ format:
```
44
Properties=species:S:1:pos:R:3:forces:R:3
C -1.8550 -2.9239 1.2515 0.059 0.051 0.011
O -1.8745 -2.9196 -0.1455 -0.182 -0.060 -0.122
C -1.5686 -1.6288 -0.6754 0.646 -0.272 0.876
Ta 0.5980 -0.9244 -0.7793 -1.759 2.117 -0.727
O -0.0168 0.9986 -0.8769 0.153 -1.795 -0.104
C 1.2608 -3.1112 -0.8383 0.024 0.479 0.206
S 0.8520 -4.0401 -2.2180 0.200 -0.388 1.221
O 1.9522 -4.0504 -3.1199 0.909 -0.018 -1.121
O -0.4641 -3.7697 -2.6874 -1.171 0.275 -0.601
P 3.0834 -0.1978 -0.3085 -0.360 0.262 0.830
O 4.0061 -1.0578 -1.3644 -0.068 -0.344 -0.180
I 3.7271 -1.2114 1.8944 0.161 -0.115 -0.002
H -2.6346 -2.2613 1.6607 -0.062 0.050 0.047
H -2.0558 -3.9384 1.5921 -0.017 -0.069 -0.028
H -0.8929 -2.5812 1.6450 0.061 0.037 0.040
H -2.2183 -0.8949 -0.1734 -0.049 0.186 -0.034
H -1.8504 -1.6543 -1.7359 0.133 -0.025 -0.150
H 0.5903 -0.9424 1.0698 0.607 -0.170 -0.193
H 0.8936 -0.9085 -2.6107 0.741 -0.157 0.069
H -0.9665 1.0540 -1.0182 -0.116 0.299 0.002
H 2.3517 -3.1336 -0.8053 0.052 0.060 0.090
H 0.8699 -3.5999 0.0543 -0.213 -0.053 0.000
H 0.7897 -5.2847 -1.6986 -0.053 -0.356 0.013
H 4.7592 -0.5156 -1.5990 0.278 0.048 -0.120
C 2.4258 5.1513 -1.2261 -0.045 0.009 -0.116
C 1.5552 5.2056 -2.4741 0.041 -0.039 0.102
O 1.9991 4.0604 -3.1984 0.002 -0.015 -0.030
C 2.5335 3.1654 -2.3148 -0.255 0.153 0.233
O 2.8074 2.0464 -2.5639 0.207 -0.060 -0.302
O 2.6888 3.7587 -1.1031 0.084 -0.015 0.006
H 1.9331 5.5087 -0.3263 -0.039 -0.062 0.030
H 3.3715 5.6812 -1.3608 -0.001 0.019 -0.009
H 0.4952 5.0871 -2.2433 -0.012 0.002 0.031
H 1.7023 6.0983 -3.0761 0.050 -0.021 -0.052
C -3.7976 0.5121 4.0184 0.077 0.022 -0.095
C -3.5474 0.7200 2.5331 -0.043 0.002 -0.009
O -2.1343 0.5643 2.4341 0.101 -0.065 0.128
C -1.7019 -0.1937 3.4791 -0.357 0.057 -0.064
O -0.6273 -0.6600 3.6029 0.120 0.028 0.126
O -2.7202 -0.3443 4.3853 0.042 -0.008 0.003
H -4.7441 0.0279 4.2432 0.016 -0.076 -0.005
H -3.7190 1.4431 4.5843 -0.009 0.019 -0.009
H -4.0281 -0.0425 1.9173 -0.020 -0.024 0.018
H -3.8287 1.7071 2.1759 0.065 0.035 -0.009
```
Forces are in eV/Å.

Partial atomic charges computed with the natural (NBO) method, in multiples of e: -0.2437 -0.5547 -0.5654 1.8869 -1.0240 -1.2547 2.1087 -0.9744 -0.9690 0.3957 -0.9872 -0.2828 0.1259 0.1758 0.1996 0.1544 0.2151 -0.3888 -0.4234 0.4774 0.2743 0.2575 -0.0937 0.4832 -0.0952 -0.0971 -0.5010 0.9730 -0.5390 -0.4813 0.1987 0.1744 0.1832 0.1906 -0.0965 -0.0990 -0.4862 0.9668 -0.5313 -0.5059 0.1948 0.1750 0.1882 0.1951



Below is a structure of composition C36H47BKN9O7S at a distorted geometry, with properties calculated with the ωB97M-V functional and the def2-TZVPD basis.

E_HOMO: -1.0 eV
Kohn-Sham gap: 5.0 eV
net charge: -2

The geometry in XYZ format:
```
102
Properties=species:S:1:pos:R:3:forces:R:3
K 0.0699 -0.1844 1.5388 0.771 0.948 -1.637
C 0.2945 1.8646 -3.1341 0.047 -0.032 0.208
C -0.6840 2.5320 -2.2324 -0.239 0.250 -0.019
C -1.2571 3.8035 -2.3871 -0.139 0.133 0.145
C -2.1192 3.9336 -1.3144 0.008 0.166 -0.221
C -3.0093 5.0783 -0.9655 0.017 -0.174 0.062
N -2.0417 2.7945 -0.5912 -0.338 0.643 -0.179
N -1.1717 1.9537 -1.1501 0.670 -0.833 -0.085
B -2.9028 2.4330 0.6366 0.452 -0.279 -0.018
N -2.1902 2.8582 1.9373 -0.649 0.499 0.201
N -0.9563 2.4656 2.2576 0.975 -0.654 -0.126
C -0.6646 2.9746 3.4407 -0.205 0.218 0.074
C 0.6248 2.7278 4.1410 -0.077 -0.017 -0.060
C -1.7392 3.7444 3.9045 -0.168 0.010 -0.149
C -2.6957 3.6419 2.9150 0.035 0.193 0.309
C -4.0458 4.2736 2.8932 0.005 -0.105 -0.146
N -3.2260 0.9319 0.6259 -0.816 0.263 -0.069
N -2.2823 -0.0078 0.6768 0.330 -0.457 -0.060
C -2.8579 -1.1828 0.5046 -0.342 0.084 -0.048
C -2.0941 -2.4591 0.4559 -0.113 0.070 0.103
C -4.2418 -1.0048 0.3465 -0.146 0.235 0.003
C -4.4365 0.3605 0.4312 -0.225 -0.370 -0.095
C -5.7251 1.1089 0.3431 0.176 0.083 -0.010
H 0.3542 2.3990 -4.0826 0.038 -0.022 -0.045
H -0.0036 0.8365 -3.3182 0.050 -0.122 -0.098
H 1.2804 1.8330 -2.6797 0.164 -0.021 -0.021
H -1.0742 4.5188 -3.1699 0.005 0.116 -0.065
H -2.9310 5.8509 -1.7289 0.025 0.050 0.006
H -2.7293 5.4988 0.0001 -0.050 0.132 0.080
H -4.0479 4.7533 -0.8988 -0.079 0.069 0.028
H -3.9260 3.0374 0.5623 -0.250 0.144 0.052
H 1.1910 1.9764 3.6048 0.199 -0.090 0.016
H 0.4326 2.3572 5.1475 0.068 -0.018 0.073
H 1.2078 3.6499 4.2167 0.069 -0.041 0.012
H -1.8061 4.2831 4.8313 -0.081 0.105 0.139
H -4.1835 4.8610 3.8000 -0.008 0.006 0.025
H -4.8285 3.5179 2.8423 -0.129 0.014 -0.011
H -4.1572 4.9293 2.0297 -0.100 0.041 -0.033
H -1.0283 -2.2582 0.4456 0.100 -0.275 -0.087
H -2.3426 -3.0026 -0.4535 0.053 -0.066 -0.087
H -2.3251 -3.0813 1.3186 0.065 -0.052 0.002
H -4.9881 -1.7642 0.1925 -0.118 -0.043 -0.014
H -6.5505 0.4032 0.2525 0.005 -0.004 -0.008
H -5.7325 1.7748 -0.5207 -0.088 0.065 -0.003
H -5.8780 1.7150 1.2358 -0.099 0.080 0.007
C 4.5766 -3.3401 1.7698 0.089 -0.176 -0.199
C 3.6092 -4.2600 2.0119 -0.255 -0.318 0.028
C 2.3331 -4.1725 1.2668 0.387 -0.070 -0.362
C 2.5920 -3.5578 -0.0981 0.357 -0.544 1.245
N 3.5426 -2.6625 -0.2808 -0.335 -0.141 -0.346
C 4.4699 -2.4881 0.6496 0.490 0.418 0.123
C 1.7121 -3.9538 -1.1709 -0.626 -0.425 -0.774
C 1.5269 -5.3309 -1.4752 0.146 0.274 0.074
C 0.7652 -5.6945 -2.5563 -0.148 0.135 -0.179
C 0.0623 -4.7126 -3.2565 0.122 0.081 0.156
C 0.1927 -3.3948 -2.8195 0.102 -0.804 -0.337
N 1.0443 -3.0262 -1.8747 0.104 0.010 0.570
C -0.7391 -2.3586 -3.3109 -0.351 0.289 -0.466
C -1.2380 -2.3197 -4.6164 0.116 -0.060 0.088
C -2.1993 -1.3756 -4.9329 -0.089 0.152 0.024
C -2.6286 -0.4926 -3.9545 0.051 -0.129 -0.098
C -2.0615 -0.5977 -2.6911 -0.442 0.274 -0.183
N -1.1582 -1.5035 -2.3866 0.456 -0.187 0.365
H 5.4862 -3.3270 2.3664 -0.034 0.057 -0.020
H 3.7040 -5.0245 2.7722 0.097 0.036 0.099
H 1.8069 -5.1392 1.2188 0.044 0.188 0.043
H 5.2643 -1.7815 0.4156 -0.034 0.030 0.050
H 2.0327 -6.0841 -0.8895 0.138 0.027 0.057
H 0.7013 -6.7322 -2.8705 -0.050 0.023 0.125
H -0.6005 -4.9800 -4.0666 -0.099 0.056 -0.020
H -0.8796 -3.0037 -5.3720 0.084 -0.096 -0.003
H -2.6102 -1.3198 -5.9352 0.049 -0.032 -0.009
H -3.3723 0.2614 -4.1639 -0.053 0.083 0.014
H -2.3175 0.0769 -1.8895 -0.140 0.125 0.057
C 3.1602 -1.0283 -3.2050 -0.048 -0.160 0.047
O 3.4073 0.3073 -2.8243 -0.057 0.343 -0.020
C 3.8953 0.3929 -1.5029 0.054 0.265 0.165
C 3.7825 1.8491 -1.0330 0.172 -0.252 -0.248
O 2.6261 2.0964 -0.2649 -0.272 -0.227 -0.327
C 2.8344 2.4115 1.0828 0.238 -0.043 0.358
C 3.4487 1.2964 1.9386 0.095 0.449 -0.200
O 2.4169 0.4971 2.4322 0.036 0.242 -0.166
C 2.8671 -0.5682 3.2378 0.125 -0.538 0.361
H 4.1000 -1.5964 -3.2523 -0.047 -0.050 -0.009
H 2.7026 -0.9901 -4.1930 -0.015 -0.037 -0.080
H 2.4876 -1.5307 -2.4994 0.192 0.171 -0.200
H 4.9513 0.0689 -1.4869 -0.115 -0.031 0.078
H 3.3218 -0.2728 -0.8463 0.149 0.096 0.014
H 3.7160 2.4757 -1.9339 0.112 -0.049 0.124
H 4.6818 2.1344 -0.4713 -0.046 0.015 -0.027
H 1.8375 2.6304 1.4733 0.116 0.142 0.081
H 3.4687 3.3115 1.1655 -0.087 -0.055 -0.011
H 4.0095 1.7556 2.7784 -0.117 -0.123 -0.132
H 4.1581 0.6913 1.3528 -0.008 0.050 0.067
H 3.4806 -0.1965 4.0721 0.000 0.093 -0.038
H 3.4428 -1.2907 2.6534 -0.021 0.104 0.026
H 1.9762 -1.0534 3.6307 0.184 -0.032 0.041
O -0.7571 -3.1897 4.8655 0.285 0.072 -0.269
S -0.5109 -2.6553 3.5156 -0.235 -0.905 0.299
O -0.1205 -1.2277 3.5462 0.068 -0.798 1.394
O 1.4012 -3.2120 1.8316 -0.637 1.099 -0.198
O 1.0136 -3.5379 3.1778 -0.158 -0.058 0.600
```
Forces are in eV/Å.

Löwdin population analysis, charges in e, atoms 1 to 99: 0.7514 -0.0152 -0.3508 -0.0119 -0.2959 -0.0435 0.0217 0.1190 -0.5113 0.0202 0.0995 -0.3566 -0.0275 -0.0098 -0.2930 -0.0401 0.0189 0.0084 -0.3648 -0.0601 -0.0010 -0.2894 -0.0434 0.0730 0.0560 0.0558 0.0871 0.0677 0.0729 0.0664 0.1007 0.0482 0.0805 0.0755 0.0917 0.0699 0.0693 0.0630 0.0329 0.0715 0.0573 0.0948 0.0693 0.0736 0.0649 -0.1576 -0.0708 -0.3001 -0.2203 0.0875 -0.2513 -0.1934 -0.0216 -0.0935 -0.0443 -0.2427 0.1712 -0.2225 -0.0354 -0.0915 -0.0602 -0.1386 0.1569 0.0846 0.0810 0.1277 0.0693 0.1038 0.0930 0.0897 0.0978 0.0934 0.0969 0.0838 -0.1157 -0.2077 -0.2083 -0.1846 -0.1334 -0.1808 -0.2054 -0.3019 -0.0823 0.0841 0.0797 0.0503 0.1215 0.1098 0.1243 0.1166 0.1159 0.1217 0.1274 0.1221 0.0944 0.0698 0.0602 -0.4917 0.7211